(1)
The following is a quantum chemistry calculation of an isolated ion of composition C5H9N2OS and charge +1, from OMol25.

- Structure (SMILES): [NH3+]C1=CC(=O)N[C@@H](S)C1
- Calculated total energy: -778.40899 Eh
- Energy relative to the best compared isomer or geometry (same formula, charge and spin): 5.983 eV
- Molar mass: 145.21 g mol⁻¹

```
! RIJCOSX wB97M-V def2-TZVPD def2/J DEFGRID3
* xyz 1 1
N 2.28 0.77 -0.72
C 0.77 0.74 -0.58
C 0.25 -0.99 -1.12
C -1.12 -1.40 -0.87
O -1.64 -2.25 -1.58
N -1.81 -0.69 0.10
C -1.19 0.27 0.94
S 0.02 -0.73 2.21
C -0.21 1.31 0.36
H 2.77 0.43 0.07
H 2.58 1.75 -0.73
H 2.49 0.31 -1.53
H 0.62 -1.34 -2.08
H -2.70 -1.14 0.12
H -1.76 0.72 1.74
H -0.88 -1.47 2.91
H 0.28 1.76 1.11
H -0.76 1.93 -0.36
*
```

(2)
The following is a quantum chemistry calculation of the molecule C5H9N2P, from OMol25.

- Calculated total energy: -646.59431 Eh
- Energy relative to the best compared isomer or geometry (same formula, charge and spin): 4.353 eV
- Molar mass: 128.12 g mol⁻¹

```
! RIJCOSX wB97M-V def2-TZVPD def2/J DEFGRID3
* xyz 0 1
C -0.14 1.16 3.24
C 0.53 0.52 -0.18
C 1.00 -1.61 -1.12
C -0.89 -0.25 -1.95
C 0.49 -0.19 -1.41
N 0.65 0.67 2.23
N 0.52 0.61 0.99
P -1.58 2.07 3.40
H 0.47 1.24 4.03
H 1.20 -2.48 -1.86
H 0.32 -1.99 -0.29
H 1.99 -1.44 -0.59
H -1.60 -0.59 -1.27
H -0.92 -0.73 -2.90
H -1.29 0.91 -2.20
H 1.18 0.22 -2.15
H -1.92 1.89 2.03
*
```

(3)
The following is a quantum chemistry calculation of a 2-piece molecular cluster, C5H9N2P overall, from OMol25.

- Calculated total energy: -646.64930 Eh
- Energy relative to the best compared isomer or geometry (same formula, charge and spin): 2.857 eV
- Molar mass: 128.12 g mol⁻¹

```
! RIJCOSX wB97M-V def2-TZVPD def2/J DEFGRID3
* xyz 0 1
C -1.11 -1.71 -1.91
C -2.21 -1.82 -1.02
C -0.38 -0.63 -1.52
C -2.10 -0.80 -0.12
C 2.50 1.86 1.69
N -0.98 -0.07 -0.43
N -0.51 1.00 0.17
P 1.74 0.18 1.65
H -0.90 -2.37 -2.73
H -2.99 -2.55 -1.05
H 0.52 -0.21 -1.92
H -2.73 -0.53 0.71
H 3.58 1.77 1.79
H 2.11 2.42 2.53
H 2.26 2.39 0.77
H -1.08 1.23 0.99
H 2.29 -0.17 0.41
*
```

(4)
The following is a quantum chemistry calculation of an isolated ion of composition C5H9N2S2 and charge +1, from OMol25.

- Calculated total energy: -1101.50002 Eh
- Energy relative to the best compared isomer or geometry (same formula, charge and spin): 2.299 eV
- Molar mass: 161.28 g mol⁻¹

```
! RIJCOSX wB97M-V def2-TZVPD def2/J DEFGRID3
* xyz 1 1
C 1.40 -0.69 -0.85
C -1.52 -0.08 -0.40
C 0.45 -1.71 -0.27
C -0.71 -1.03 0.42
C 1.01 1.47 0.05
N 1.68 0.46 -0.43
N 1.57 2.49 0.68
S -3.18 0.24 0.14
S -0.68 1.65 -0.34
H 1.97 -0.96 -1.77
H 0.01 -2.37 -1.12
H 0.96 -2.61 0.21
H -0.53 -0.48 1.36
H -1.39 -1.96 0.59
H 2.49 2.71 0.84
H -2.92 -0.26 1.42
H 0.83 3.17 0.96
H -1.43 -0.06 -1.50
*
```

(5)
The following is a quantum chemistry calculation of the molecule C5H9N3, from OMol25.

- Structure (SMILES): Cc1nc(N)c(C)[nH]1
- Calculated total energy: -360.19727 Eh
- Energy relative to the best compared isomer or geometry (same formula, charge and spin): 0.000 eV
- Molar mass: 111.15 g mol⁻¹

```
! RIJCOSX wB97M-V def2-TZVPD def2/J DEFGRID3
* xyz 0 1
C 2.80 0.16 -0.07
C 1.32 0.22 0.04
N 0.62 1.34 0.11
C -0.68 0.94 0.01
N -1.70 1.85 -0.16
C -0.75 -0.44 -0.02
C -1.91 -1.37 -0.08
N 0.55 -0.88 0.24
H 3.13 0.63 -1.00
H 3.26 0.70 0.76
H 3.14 -0.87 -0.05
H -2.57 1.59 0.27
H -1.40 2.79 0.06
H -2.59 -1.20 0.76
H -2.48 -1.22 -1.00
H -1.58 -2.40 -0.04
H 0.86 -1.83 0.17
*
```

(6)
The following is a quantum chemistry calculation of a 4-piece molecular cluster, C5H9N3 overall, from OMol25.

- Calculated total energy: -359.76908 Eh
- Energy relative to the best compared isomer or geometry (same formula, charge and spin): 11.652 eV
- Molar mass: 111.15 g mol⁻¹

```
! RIJCOSX wB97M-V def2-TZVPD def2/J DEFGRID3
* xyz 0 1
C -1.84 0.10 -0.68
C -0.25 0.42 -0.58
C 0.35 1.51 0.00
C 1.97 -0.17 -0.11
C 0.58 -0.75 -0.46
H -0.78 -0.70 1.38
H -3.42 0.15 1.28
H -2.47 -0.23 -1.61
H -2.38 1.10 -0.44
H -0.02 2.42 0.45
H 2.29 1.79 1.19
H 2.69 -1.99 0.07
H 0.40 -1.37 -1.41
H 0.22 -1.60 0.36
N -2.14 -0.91 0.59
N 1.78 1.19 -0.03
N 3.02 -0.98 0.00
*
```

(7)
The following is a quantum chemistry calculation of C5H9N3 as an isolated structure, from OMol25.

- Calculated total energy: -359.97412 Eh
- Energy relative to the best compared isomer or geometry (same formula, charge and spin): 6.072 eV
- Molar mass: 111.15 g mol⁻¹

```
! RIJCOSX wB97M-V def2-TZVPD def2/J DEFGRID3
* xyz 0 1
C -1.55 0.62 0.34
C 0.80 -0.48 -0.19
C -0.18 0.10 0.36
N 2.06 -0.91 -0.20
C 0.80 0.79 1.91
C -0.22 -0.93 -1.89
N 0.26 1.49 2.80
N -1.32 -0.53 -2.35
H 2.28 -1.84 -0.50
H 2.80 -0.24 -0.34
H -0.69 1.79 2.60
H -1.63 -0.97 -3.22
H 1.82 0.42 2.12
H 0.47 -1.57 -2.46
H -1.55 1.69 0.14
H -2.02 0.45 1.31
H -2.14 0.11 -0.43
*
```

(8)
The following is a quantum chemistry calculation of C5H9N3 as an isolated structure, from OMol25.

- Calculated total energy: -360.04274 Eh
- Energy relative to the best compared isomer or geometry (same formula, charge and spin): 4.205 eV
- Molar mass: 111.15 g mol⁻¹

```
! RIJCOSX wB97M-V def2-TZVPD def2/J DEFGRID3
* xyz 0 1
C 1.74 -0.53 0.10
C -1.71 0.13 0.62
C 0.61 -0.65 1.06
C 0.73 -0.09 -0.92
N -1.69 1.31 0.05
N 0.41 1.15 -1.25
C 0.04 -1.15 -1.59
N -0.51 -2.02 -2.14
H 1.07 1.82 -0.86
H -1.62 2.08 0.72
H -0.81 1.38 -0.82
H 2.47 0.26 0.32
H 2.25 -1.45 -0.15
H -1.87 0.02 1.69
H -1.91 -0.74 0.00
H 0.26 -1.64 1.32
H 0.53 0.12 1.82
*
```